1.
This record from the Open Molecules 2025 dataset describes a cluster of 3 separate species, C5H16N4O in total at a distorted geometry. The level of theory is ωB97M-V with the def2-TZVPD basis set.

Energy, eV: -13433.423
Charge: +2
E_LUMO, eV: -5.9
Frontier orbital gap, eV: 8.024
M, g/mol: 148.21
Highest occupied orbital energy, eV: -13.897
F_max, eV/Å: 4.16

Cartesian coordinates (Å):
C1 2.24508 -1.37760 0.56156
C2 0.09486 0.44679 -1.04155
C3 3.22499 -2.29937 -1.68362
C4 2.05441 -2.16301 1.61474
C5 -1.74019 1.77495 0.05523
N1 0.78943 0.83021 -2.10365
N2 -5.27114 2.43842 1.94415
N3 3.46614 -1.57105 -0.37146
N4 -0.91849 1.13929 -0.67256
O1 -3.08698 1.49727 0.23614
H1 4.13644 -2.49428 -2.18735
H2 2.68300 -3.22682 -1.25644
H3 2.47069 -1.80874 -2.41100
H4 2.62779 -3.07398 1.92010
H5 1.39759 -1.94169 2.44436
H6 1.50794 -0.61551 0.27806
H7 -1.43834 2.46718 0.85733
H8 1.58283 0.19546 -2.37122
H9 0.50813 1.69313 -2.66606
H10 -4.33132 2.45669 2.32311
H11 -5.76391 1.76819 2.56630
H12 3.95791 -0.67085 -0.64955
H13 4.20790 -2.08911 0.05985
H14 -5.26545 2.10727 0.99386
H15 -5.78229 3.30487 2.19543
H16 -3.35701 1.21229 -0.63575

Atom charges from the natural (NBO) analysis, given in e for atoms 1 to 2: -0.095, 0.212

***

2.
This record from the Open Molecules 2025 dataset describes a structure of composition C19H25CsN5O2 at a distorted geometry. The level of theory is ωB97M-V with the def2-TZVPD basis set.

Energy, eV: -32202.327
Charge: -1
E_LUMO, eV: 2.1
Frontier orbital gap, eV: 4.981
M, g/mol: 488.35
Highest occupied orbital energy, eV: -2.860
F_max, eV/Å: 5.02

Cartesian coordinates (Å):
Cs1 1.91280 -0.77277 -0.32479
C1 4.34998 1.06709 -3.92935
C2 3.65649 1.04665 -2.57525
O1 2.98793 -0.00345 -2.31122
C3 3.84925 2.16900 -1.76534
C4 3.39417 2.41495 -0.39772
C5 3.74767 3.74640 0.21317
N1 2.72962 1.53949 0.28245
N2 2.40576 1.92069 1.59414
C6 1.87370 0.95822 2.31088
O2 1.58463 -0.24368 1.99320
C7 1.64377 1.36666 3.76646
C8 1.73969 2.68831 4.20359
C9 1.52028 3.01303 5.53685
C10 1.20551 2.01944 6.46093
C11 1.10959 0.70053 6.03471
C12 1.32053 0.38183 4.69123
H1 3.70071 0.58167 -4.66170
H2 5.27648 0.48569 -3.87180
H3 4.59991 2.07722 -4.26591
H4 4.43494 2.96497 -2.20591
H5 4.25170 4.37789 -0.51957
H6 4.38981 3.61015 1.08644
H7 2.85156 4.24850 0.58269
H8 1.99976 3.44586 3.47423
H9 1.59462 4.04689 5.85681
H10 1.03897 2.27397 7.50094
H11 0.86481 -0.08178 6.74465
H12 1.23614 -0.63475 4.32581
C13 -3.92074 -4.46316 -2.64105
C14 -2.50317 -4.60462 -2.13919
N3 -1.83790 -3.31931 -2.28065
C15 -2.44468 -2.15527 -1.79516
N4 -1.70182 -1.22293 -1.35445
C16 -2.29980 0.04934 -0.95975
C17 -3.68429 0.27194 -1.53807
C18 -4.50032 -0.97964 -1.31382
N5 -3.83737 -2.11424 -1.93763
C19 -4.60062 -3.35280 -1.87277
H13 -4.47390 -5.39485 -2.50924
H14 -3.90390 -4.21502 -3.70538
H15 -1.95498 -5.34377 -2.72143
H16 -2.52141 -4.95592 -1.09909
H17 -0.85632 -3.29435 -2.04887
H18 -1.63099 0.85487 -1.25882
H19 -2.34453 0.09829 0.13197
H20 -3.61790 0.45929 -2.61406
H21 -4.17078 1.13553 -1.07712
H22 -5.49522 -0.89408 -1.75156
H23 -4.63282 -1.15292 -0.23618
H24 -5.59205 -3.14824 -2.28058
H25 -4.74528 -3.66679 -0.82770

Atom charges from the Mulliken analysis, given in e for atoms 1 to 2: 0.836, -1.222

***

3.
This record from the Open Molecules 2025 dataset describes a structure of composition C26H42BrN3OP2Pd at a distorted geometry. The level of theory is ωB97M-V with the def2-TZVPD basis set.

Energy, eV: -126214.204
Charge: +4
E_LUMO (spin up / spin down), eV: -13.2 / -15.6
Multiplicity: 5
⟨S²⟩: 6.104
Frontier orbital gap (spin up / spin down), eV: 5.951 / 3.540
M, g/mol: 660.91
Highest occupied orbital energy (spin up / spin down), eV: -19.134 / -19.116
F_max, eV/Å: 2.47

Cartesian coordinates (Å):
C1 2.25327 -3.93134 4.16098
C2 2.65960 -3.39127 2.91703
C3 2.41993 -4.19957 1.77170
C4 1.84611 -5.46886 1.93325
N1 1.47517 -5.94718 3.11537
C5 1.68568 -5.21423 4.20124
C6 3.30856 -2.11078 2.80808
C7 3.60766 -0.93202 2.58933
C8 3.45438 0.33906 1.94524
C9 2.61673 1.29266 2.58990
C10 1.70393 1.98990 1.79194
C11 1.71533 1.69393 0.42294
C12 2.88936 1.25408 -0.20929
C13 3.79578 0.52701 0.57977
Pd1 -0.01970 2.10340 -0.54979
P1 -0.95066 0.10395 0.39694
H1 2.71591 -3.89029 0.76873
H2 2.40856 -3.40500 5.10234
H3 1.70153 -6.13084 1.07944
H4 1.41158 -5.68475 5.14449
H5 4.66233 0.02305 0.15652
H6 2.59457 1.34560 3.68610
H7 3.04885 1.44035 -1.26875
H8 0.96897 2.67673 2.20649
C14 -2.75771 0.34683 0.18013
C15 -3.68360 -0.86625 0.28669
H9 -2.87228 0.82980 -0.80233
H10 -3.01569 1.10647 0.93296
H11 -4.71134 -0.52339 0.10388
H12 -3.45932 -1.63855 -0.46187
H13 -3.67300 -1.32007 1.28682
C16 -0.47899 -1.57245 -0.24924
C17 -0.89546 -2.84138 0.51028
H14 0.62042 -1.53999 -0.31342
H15 -0.84547 -1.62629 -1.28605
H16 -0.61589 -3.72363 -0.08351
H17 -0.37485 -2.93856 1.47126
H18 -1.97955 -2.91009 0.67927
C18 -0.67634 -0.07231 2.20831
C19 -1.68100 -0.88661 3.02558
H19 -0.65910 0.96070 2.58576
H20 0.34020 -0.48255 2.32021
H21 -1.30394 -0.94580 4.05800
H22 -2.66687 -0.40169 3.05319
H23 -1.79771 -1.91842 2.66930
Br1 -0.80074 4.40462 -1.24744
P2 -0.35104 1.15788 -3.09157
C20 -1.47392 -0.25866 -3.44196
C21 -2.15713 -0.25710 -4.80857
H24 -2.22855 -0.24490 -2.63956
H25 -0.89891 -1.18707 -3.31131
H26 -2.78019 -1.15602 -4.89798
H27 -2.81852 0.60687 -4.93835
H28 -1.44385 -0.28286 -5.64300
C22 -0.96319 2.55045 -4.12370
C23 -0.19829 2.87442 -5.39750
H29 -0.91038 3.42084 -3.43645
H30 -2.03163 2.39123 -4.32930
H31 -0.50477 3.86918 -5.74364
H32 0.88332 2.91465 -5.22567
H33 -0.40931 2.17126 -6.21374
C24 1.29758 0.63439 -3.68614
C25 1.34501 -0.15476 -4.99582
H34 1.72254 0.03283 -2.86212
H35 1.91876 1.54486 -3.75058
H36 2.38385 -0.42912 -5.20952
H37 0.77431 -1.08453 -4.93844
H38 0.98972 0.42487 -5.85375
N2 -1.64571 4.01391 4.73774
C26 -1.18202 3.95741 3.42608
N3 -0.28011 4.95876 3.12331
O1 -1.55775 3.10999 2.62224
H39 -1.05374 4.44978 5.43745
H40 -2.11567 3.17544 5.03826
H41 -0.09536 5.11088 2.14372
H42 -0.20026 5.76109 3.74207

Atom charges from the Mulliken analysis, given in e for atoms 1 to 2: -0.076, 0.634

***

4.
This record from the Open Molecules 2025 dataset describes a structure of composition C39H45EuN5O at a distorted geometry. The level of theory is ωB97M-V with the def2-TZVPD basis set.

Energy, eV: -69996.091
Charge: -1
E_LUMO (spin up / spin down), eV: 2.4 / 2.4
Multiplicity: 7
⟨S²⟩: 12.096
Frontier orbital gap (spin up / spin down), eV: 2.730 / 4.209
M, g/mol: 751.79
Highest occupied orbital energy (spin up / spin down), eV: -0.334 / -1.808
F_max, eV/Å: 2.26

Cartesian coordinates (Å):
Eu1 -0.16799 1.08790 -0.00935
N1 3.31597 0.36383 2.99785
N2 2.47141 0.54973 0.15153
C1 -1.37658 0.23162 -2.24615
C2 -0.93999 1.58980 -2.42945
C3 -1.85386 2.42657 -1.70982
C4 -1.69976 3.88291 -1.49302
H1 -1.10513 4.33413 -2.29894
H2 -1.18193 4.11776 -0.54510
H3 -2.68353 4.36724 -1.45070
C5 -2.83684 1.59301 -1.09922
C6 -4.00234 2.04673 -0.30762
H4 -4.95176 1.89439 -0.84514
H5 -3.92823 3.11307 -0.07331
H6 -4.07280 1.50312 0.64397
C7 -2.50900 0.24027 -1.37662
C8 -3.22314 -0.94847 -0.84899
H7 -3.18371 -1.00441 0.25042
H8 -2.79326 -1.87526 -1.24271
H9 -4.28783 -0.93113 -1.11896
C9 0.35304 2.02452 -3.02170
H10 0.24267 3.00767 -3.50313
H11 0.70762 1.29653 -3.76623
H12 1.17036 2.13987 -2.27311
C10 -0.77621 -0.98688 -2.83577
H13 -0.20843 -1.58637 -2.10391
H14 -0.09404 -0.73070 -3.65530
H15 -1.55381 -1.65834 -3.23228
C11 3.52416 0.30416 4.30736
H16 4.02448 -0.59376 4.68914
C12 3.10265 1.32224 5.19084
H17 3.20095 1.12675 6.25301
C13 2.63238 2.53610 4.66068
H18 2.41351 3.39645 5.29056
C14 2.47468 2.63105 3.28676
H19 2.17253 3.55406 2.77947
C15 2.66943 1.45550 2.48476
C16 2.16872 1.52608 1.12464
H20 2.11693 2.55501 0.73793
C17 1.67041 -0.56465 -0.07085
C18 3.57082 0.53497 -0.74120
H21 4.28600 1.33543 -0.72592
C19 3.49549 -0.62062 -1.41984
H22 4.15572 -1.05634 -2.14980
N3 2.37681 -1.32356 -0.95456
C20 1.94752 -2.62993 -1.30482
C21 1.96213 -3.07822 -2.64210
C22 1.37170 -4.31812 -2.91975
H23 1.39073 -4.67341 -3.95045
C23 0.75515 -5.07867 -1.92448
C24 0.09688 -6.39064 -2.23579
H24 -0.97223 -6.36657 -1.98237
H25 0.54452 -7.19513 -1.63854
H26 0.20127 -6.66106 -3.29211
C25 0.74442 -4.59901 -0.61283
H27 0.27020 -5.20598 0.16038
C26 1.33053 -3.37802 -0.28053
C27 1.35109 -2.93288 1.14102
H28 2.36445 -2.79889 1.54005
H29 0.85045 -3.68484 1.75916
H30 0.81608 -1.98178 1.28874
C28 2.50961 -2.25256 -3.76042
H31 3.60770 -2.26579 -3.78670
H32 2.16529 -1.20952 -3.72511
H33 2.15797 -2.67491 -4.70797
C29 -3.94472 4.39507 4.61624
N4 -3.20249 3.28226 4.08015
N5 -2.34919 3.44547 3.05262
C30 -1.73853 2.25846 2.77620
O1 -0.93409 2.15836 1.79872
C31 -2.22793 1.33414 3.73887
C32 -3.11407 2.02328 4.54020
C33 -3.91195 1.56933 5.69750
C34 -2.20296 4.67937 2.34784
C35 -0.94945 5.29258 2.33685
C36 -0.80995 6.52471 1.69886
C37 -1.89860 7.09276 1.02599
C38 -3.13890 6.44483 1.01834
C39 -3.29498 5.22737 1.67611
H34 -4.48058 4.04090 5.49771
H35 -4.66932 4.76538 3.88571
H36 -3.28447 5.22031 4.90760
H37 -1.93002 0.30070 3.80655
H38 -3.79138 2.23441 6.56666
H39 -4.98724 1.50283 5.46014
H40 -3.57514 0.56600 5.99343
H41 -0.11701 4.80605 2.85546
H42 0.15083 7.04284 1.73768
H43 -1.78423 8.05496 0.51965
H44 -3.99659 6.88649 0.51230
H45 -4.24914 4.69842 1.67997

Atom charges from the Mulliken analysis, given in e for atoms 1 to 2: 1.016, -0.456

***

5.
This record from the Open Molecules 2025 dataset describes an isolated molecule of C3H3NO2 at a distorted geometry. The level of theory is ωB97M-V with the def2-TZVPD basis set.

Energy, eV: -8740.358
E_LUMO, eV: 0.3
Structure (SMILES): Oc1cnoc1
Frontier orbital gap, eV: 9.676
M, g/mol: 85.06
Highest occupied orbital energy, eV: -9.392
F_max, eV/Å: 6.39

Cartesian coordinates (Å):
O1 1.14101 1.01988 1.28648
C1 0.44463 0.23588 0.48410
C2 0.68718 0.09189 -0.83727
N1 -0.46555 -0.41386 -1.36494
O2 -1.26756 -0.81012 -0.46373
C3 -0.71788 -0.32906 0.72518
H1 2.08630 0.75883 0.69456
H2 1.23014 0.64080 -1.53496
H3 -1.52880 -0.17292 1.58086

Atom charges from the natural (NBO) analysis, given in e for atoms 1 to 2: -0.609, 0.133